# C16H22ClNO3Si

A structure of composition C16H22ClNO3Si at a distorted geometry (wB97M-V/def2-TZVPD, the Open Molecules 2025 dataset).

Last column: Mulliken charge in e.
Atoms and positions in Å:
N1 0.62 -1.45 -1.89  -0.467
O1 2.32 2.40 -0.78  -0.598
Cl1 -4.61 -3.16 -2.47  -0.231
C1 1.54 -0.76 -1.84  -0.048
O2 -2.52 0.73 1.53  -0.429
O3 1.66 0.97 0.81  -0.518
C2 1.56 2.13 0.13  0.606
C3 -2.67 -1.80 -1.26  -0.788
C4 -2.20 -0.74 -0.47  -0.036
C5 -4.77 -1.81 -0.06  -0.837
C6 -3.96 -2.23 -1.17  0.267
C7 -2.98 -0.28 0.60  0.325
C8 -4.27 -0.77 0.77  0.930
C9 -5.07 -0.26 1.86  -1.288
C10 3.96 -0.83 -2.47  -1.487
C11 -1.23 1.20 1.41  -0.774
C12 0.33 3.04 0.59  -0.796
C13 -0.98 2.39 0.43  -0.290
C14 2.78 -1.86 0.90  -1.249
C15 4.46 0.78 0.66  -1.138
C16 2.83 -0.08 -1.73  0.624
Si1 2.84 -0.07 0.18  0.806
H1 -2.05 -2.30 -2.09  0.356
H2 -1.24 -0.35 -0.73  0.138
H3 -5.75 -2.21 0.17  0.357
H4 -5.24 0.79 1.68  0.269
H5 -5.94 -0.85 2.13  0.400
H6 -4.30 -0.37 2.66  0.276
H7 3.99 -1.90 -2.19  0.326
H8 4.93 -0.38 -2.46  0.379
H9 3.58 -0.89 -3.54  0.408
H10 -0.51 0.39 1.20  0.368
H11 -0.93 1.45 2.43  0.497
H12 0.37 3.89 -0.05  0.352
H13 0.51 3.17 1.67  0.290
H14 -1.08 2.02 -0.59  0.281
H15 -1.82 3.11 0.52  0.361
H16 2.07 -1.82 1.72  0.335
H17 2.65 -2.72 0.25  0.380
H18 3.77 -1.99 1.33  0.385
H19 4.99 1.35 -0.18  0.223
H20 4.47 1.26 1.63  0.361
H21 4.98 -0.19 0.83  0.292
H22 2.88 1.00 -2.12  0.381

- HOMO level: -8.23 eV
- Maximum force: 3.1 eV Å⁻¹
- Total charge: 0

# C16H22N2O3

The molecule C16H22N2O3 (wB97M-V/def2-TZVPD, the Open Molecules 2025 dataset).

Last column: Mulliken charge in e.
Atoms and positions in Å:
C1 -5.23 -1.40 0.60  -0.875
H1 -5.15 -0.99 1.61  0.344
O1 -3.97 -1.70 0.07  -0.458
C2 -3.08 -0.67 -0.10  0.734
C3 -3.32 0.66 0.22  -0.555
C4 -2.34 1.61 0.00  -0.878
C5 -1.10 1.27 -0.52  -0.051
C6 -0.86 -0.07 -0.83  0.701
C7 -1.84 -1.02 -0.63  -0.807
H2 -1.65 -2.06 -0.86  0.419
H3 0.10 -0.38 -1.21  0.026
N1 -0.17 2.30 -0.75  -0.064
C8 0.99 2.05 -1.58  -0.904
H4 1.19 2.97 -2.15  0.364
C9 2.25 1.70 -0.75  -0.679
N2 1.85 1.22 0.55  0.147
C10 2.01 -0.02 1.04  0.644
O2 1.59 -0.33 2.15  -0.716
C11 2.82 -1.03 0.19  0.071
C12 2.77 -2.43 0.82  -0.955
H5 2.53 -2.36 1.88  0.358
C13 1.69 -3.12 0.01  -0.387
H6 1.77 -4.20 0.00  0.431
C14 1.92 -2.50 -1.37  -0.583
H7 1.04 -2.50 -2.01  0.309
H8 2.75 -3.02 -1.89  0.365
O3 2.29 -1.15 -1.13  -0.466
H9 0.70 -2.83 0.38  0.138
H10 3.73 -2.93 0.70  0.358
H11 3.85 -0.65 0.13  0.445
C15 1.12 2.19 1.34  -0.846
C16 0.24 3.06 0.42  -0.889
H12 0.78 3.94 0.07  0.375
H13 -0.64 3.40 0.97  0.366
H14 0.51 1.63 2.05  0.459
H15 1.83 2.82 1.90  0.394
H16 2.84 0.95 -1.27  0.363
H17 2.87 2.59 -0.61  0.399
H18 0.75 1.26 -2.29  0.484
H19 -2.56 2.64 0.24  0.436
H20 -4.27 0.97 0.63  0.391
H21 -5.76 -2.35 0.65  0.248
H22 -5.79 -0.71 -0.03  0.344

- SMILES: COc1ccc(N2CCN(C(=O)[C@H]3CCCO3)CC2)cc1
- HOMO level: -7.40 eV
- Maximum force: 0.5 eV Å⁻¹
- Total charge: 0

# C16H22N2O4

The molecule C16H22N2O4 (wB97M-V/def2-TZVPD, the Open Molecules 2025 dataset).

Last column: Mulliken charge in e.
Atoms and positions in Å:
C1 0.09 -4.37 -5.49  -0.961
H1 -0.83 -4.71 -5.01  0.360
O1 1.01 -3.86 -4.56  -0.425
C2 0.67 -2.76 -3.82  1.325
C3 -0.57 -2.13 -3.93  -0.236
C4 -0.89 -1.03 -3.15  -1.299
C5 0.02 -0.54 -2.23  0.393
C6 1.26 -1.15 -2.12  -0.770
C7 1.61 -2.25 -2.91  0.257
O2 2.87 -2.71 -2.67  -0.450
C8 3.46 -3.70 -3.48  -0.738
H2 2.95 -4.66 -3.38  0.243
H3 4.48 -3.79 -3.11  0.288
H4 3.48 -3.41 -4.53  0.294
H5 2.02 -0.78 -1.45  0.497
C9 -0.38 0.64 -1.41  0.337
O3 -1.24 1.42 -1.77  -0.691
N1 0.30 0.80 -0.25  -0.079
H6 0.81 0.03 0.16  0.271
C10 -0.09 1.81 0.69  -0.930
C11 0.09 1.26 2.10  0.967
O4 0.55 0.14 2.27  -0.740
N2 -0.25 2.07 3.12  0.190
C12 -0.77 3.41 2.94  -0.682
H7 -1.53 3.41 2.15  0.413
C13 -1.42 3.91 4.23  -0.775
C14 -2.28 2.79 4.82  -0.566
C15 -1.40 1.61 5.24  -0.606
C16 -0.06 1.63 4.48  -0.930
H8 0.38 0.63 4.44  0.373
H9 0.65 2.30 4.98  0.375
H10 -1.18 1.65 6.31  0.336
H11 -1.92 0.67 5.04  0.285
H12 -3.00 2.47 4.06  0.290
H13 -2.85 3.16 5.68  0.351
H14 -0.67 4.22 4.96  0.356
H15 -2.03 4.78 4.01  0.386
H16 0.03 4.10 2.63  0.276
H17 0.52 2.72 0.57  0.166
H18 -1.13 2.09 0.50  0.406
H19 -1.85 -0.55 -3.25  0.429
H20 -1.30 -2.50 -4.63  0.393
H21 0.58 -5.22 -5.96  0.255
H22 -0.16 -3.63 -6.27  0.367

- SMILES: COc1ccc(C(=O)NCC(=O)N2CCCCC2)cc1OC
- HOMO level: -8.08 eV
- Maximum force: 0.5 eV Å⁻¹
- Total charge: 0

# C16H22N2O5

A cluster of 2 separate species, C16H22N2O5 in total at a distorted geometry (wB97M-V/def2-TZVPD, the Open Molecules 2025 dataset).

Last column: Mulliken charge in e.
Atoms and positions in Å:
C1 -5.56 -1.18 -1.71  -1.032
C2 -4.05 -1.22 -1.21  -0.189
O1 -3.28 -0.41 -2.11  -0.331
C3 -2.43 -1.19 -2.97  -0.502
C4 -1.18 -1.82 -2.26  -0.465
O2 -0.08 -0.90 -2.09  -0.452
C5 -0.38 0.09 -1.16  0.828
C6 -0.73 -0.33 0.24  -0.292
N1 -1.08 0.50 1.25  -0.554
C7 -1.08 1.82 0.80  0.557
C8 -1.48 2.87 1.79  -0.396
C9 -1.54 4.28 1.48  -0.462
C10 -1.21 4.72 0.09  -0.396
C11 -0.81 3.71 -0.88  -0.424
C12 -0.73 2.25 -0.57  0.390
N2 -0.37 1.37 -1.58  -0.644
H1 -5.86 -2.22 -2.02  0.290
H2 -5.64 -0.55 -2.64  0.263
H3 -6.25 -0.74 -0.95  0.295
H4 -4.06 -0.72 -0.19  0.238
H5 -3.65 -2.26 -1.06  0.313
H6 -2.09 -0.50 -3.80  0.302
H7 -3.08 -1.99 -3.44  0.403
H8 -1.43 -2.38 -1.31  0.241
H9 -0.79 -2.62 -2.97  0.332
H10 -0.72 -1.43 0.46  0.269
H11 -1.75 2.54 2.82  0.356
H12 -1.82 5.07 2.22  0.357
H13 -1.26 5.80 -0.21  0.344
H14 -0.58 4.07 -1.92  0.351
C13 2.20 -0.18 1.57  -0.675
C14 3.39 0.35 2.34  -0.449
O3 4.25 -0.71 2.78  -0.350
C15 5.02 -1.26 1.83  0.780
O4 5.06 -0.94 0.67  -0.553
O5 5.72 -2.25 2.40  -0.341
C16 6.51 -3.00 1.47  -0.629
H15 1.66 -0.93 2.15  0.301
H16 1.52 0.63 1.31  0.100
H17 2.51 -0.67 0.64  0.364
H18 3.04 0.85 3.24  0.335
H19 3.96 1.08 1.76  0.324
H20 7.17 -2.34 0.90  0.290
H21 5.87 -3.57 0.81  0.292
H22 7.13 -3.69 2.04  0.225

- SMILES: CCOCCOc1cnc2ccccc2n1.CCOC(=O)OC
- HOMO level: -8.79 eV
- Maximum force: 3.8 eV Å⁻¹
- Total charge: 0

Taking the records one at a time from the top gives energy relative to the best compared isomer or geometry (same formula, charge and spin) values of 40.6 242.1 150.6 445.9 kJ/mol.
Taking the records one at a time from the top gives Kohn-Sham gap values of 8.81 8.26 8.87 8.43 eV.